(1)
15 unconnected molecules or ions with the total composition C2H34NO15, computed with ωB97M-V/def2-TZVPD.

Output
- Gap between HOMO and LUMO (alpha / beta): 2.3225 / 11.0759 eV
- <S²>: 0.751
- Energy: -34828.8645 eV

Geometry as ORCA input:
```
! wB97M-V def2-TZVPD RIJCOSX def2/J DEFGRID3
* xyz 0 2
O 1.296 0.507 3.050
C 0.280 0.064 3.534
C -0.817 -0.588 2.714
N -0.653 -0.349 1.259
H 0.144 0.050 4.624
H -0.786 -1.664 2.900
H -1.768 -0.183 3.037
H -1.408 -0.782 0.714
H -0.639 0.660 1.044
H 0.231 -0.751 0.899
H -2.947 0.672 -0.767
H -4.046 0.398 0.365
O -3.085 0.460 0.203
H 0.469 -4.354 2.469
H 0.819 -3.039 1.749
O 0.121 -3.471 2.291
H -0.598 3.952 -2.065
H 0.214 2.591 -2.155
O -0.551 3.044 -1.720
H -0.019 -1.726 -2.423
H -0.450 -2.596 -1.213
O 0.309 -2.459 -1.839
H -1.176 2.466 2.502
H -1.142 2.957 3.990
O -1.111 2.163 3.441
H -2.221 2.084 0.517
H -1.010 2.887 -0.082
O -1.418 2.613 0.761
H -1.059 -3.214 0.950
H -2.350 -3.185 0.064
O -1.521 -2.706 0.242
H 2.652 0.830 -0.733
H 3.145 -0.293 -1.687
O 3.078 0.686 -1.603
H 2.109 -2.303 -2.061
H 3.623 -2.581 -2.430
O 3.028 -2.077 -1.853
H 1.760 2.128 -3.920
H 1.987 1.280 -2.601
O 1.267 1.685 -3.199
H 1.658 1.171 1.417
H 1.323 2.305 0.385
O 1.493 1.356 0.477
H -1.923 1.936 -2.163
H -1.928 0.533 -2.727
O -2.543 1.177 -2.296
H 0.211 0.301 -3.423
H -0.694 -0.570 -4.385
O -0.522 -0.364 -3.442
H 2.482 -1.895 0.427
H 1.156 -2.116 -0.306
O 1.534 -1.938 0.592
*
```

Here are the Mulliken charges for atoms 1 to 6, given in e: O -0.53; C 0.05; C -1.06; N -0.06; H 0.40; H 0.51

=====

(2)
16 unconnected molecules or ions with the total composition C2H35NO16 in a non-equilibrium geometry, computed with ωB97M-V/def2-TZVPD.

Output
- Gap between HOMO and LUMO: 10.5915 eV
- Energy: -36894.8536 eV

Geometry as ORCA input:
```
! wB97M-V def2-TZVPD RIJCOSX def2/J DEFGRID3
* xyz 0 1
C -1.762 -1.045 -1.547
C -1.553 -0.306 -0.280
N -0.407 0.409 -0.210
O -2.205 -0.631 0.725
H -1.693 -0.457 -2.460
H -2.724 -1.586 -1.609
H -1.126 -1.928 -1.619
H -0.368 1.120 0.510
H 0.287 0.460 -0.929
H 2.752 -0.026 1.193
H 2.737 0.001 -0.304
O 3.223 0.387 0.459
H -3.134 2.046 -1.427
H -1.771 2.675 -1.547
O -2.311 1.928 -1.905
H -0.662 -3.867 1.752
H -2.215 -3.429 1.852
O -1.376 -3.676 2.364
H -0.616 -0.558 2.424
H -0.950 -1.966 2.725
O -0.349 -1.245 3.060
H -2.768 -1.819 3.656
H -2.944 -0.981 2.539
O -3.461 -1.682 2.997
H 1.200 -1.639 -0.862
H 1.865 -1.295 -2.194
O 1.717 -0.902 -1.306
H 3.486 2.730 1.065
H 2.222 3.602 1.315
O 3.125 3.618 0.945
H 2.766 -1.809 3.154
H 1.251 -1.603 2.804
O 2.116 -1.931 2.459
H 0.955 -1.109 -4.596
H 1.985 -0.165 -3.987
O 1.714 -1.095 -3.997
H 0.083 3.039 -0.754
H -0.018 4.490 -1.122
O -0.549 3.788 -0.725
H 0.830 2.668 -2.970
H -0.178 1.722 -3.759
O 0.687 2.135 -3.759
H 2.571 2.955 -0.866
H 2.067 1.624 -1.176
O 1.803 2.546 -1.312
H 1.630 -3.507 -0.014
H 1.294 -2.339 0.930
O 0.904 -2.927 0.251
H 0.118 2.929 2.520
H -0.202 3.559 1.159
O 0.449 2.989 1.613
H -3.142 -2.086 0.505
H -3.958 -2.809 1.516
O -3.397 -3.001 0.740
*
```

Here are the Mulliken charges for atoms 1 to 6, given in e: C -1.50; C 0.71; N 0.62; O -0.75; H 0.33; H 0.48

=====

(3)
A molecular structure, C2H36N2O15 in a non-equilibrium geometry, computed with ωB97M-V/def2-TZVPD.

Output
- Gap between HOMO and LUMO: 7.9418 eV
- Energy: -36346.7602 eV

Geometry as ORCA input:
```
! wB97M-V def2-TZVPD RIJCOSX def2/J DEFGRID3
* xyz 0 1
C 0.901 3.005 1.889
N -1.011 1.095 3.042
C -1.215 1.872 1.930
N -0.401 2.635 1.337
H 1.666 2.720 1.164
H 1.135 2.483 2.818
H 0.883 4.088 1.982
H -1.818 0.639 3.427
H -0.106 0.788 3.362
H -2.148 1.642 1.421
H -0.724 -2.005 -3.050
H -1.765 -1.385 -3.876
O -1.023 -1.995 -3.974
H -1.977 -1.807 -1.200
H -0.896 -1.885 -0.203
O -1.135 -2.263 -1.067
H 0.355 2.036 -1.941
H 0.745 0.793 -1.105
O 0.470 1.069 -1.989
H -3.232 -1.100 0.602
H -3.811 -0.431 -0.634
O -3.911 -0.467 0.327
H 2.152 -4.107 1.690
H 3.099 -3.573 2.756
O 2.691 -3.340 1.913
H 3.668 -1.182 2.034
H 2.520 -0.450 1.471
O 3.073 -0.463 2.270
H -0.069 4.421 -1.962
H -0.506 3.514 -0.756
O 0.250 3.872 -1.246
H -0.719 -1.081 -4.165
H 0.460 -0.146 -3.583
O -0.048 -0.419 -4.352
H 1.613 -1.146 3.172
H 1.352 -1.098 4.765
O 0.960 -1.132 3.901
H -2.878 2.319 0.269
H -4.216 1.739 0.146
O -3.795 2.608 0.231
H 3.032 0.023 -0.827
H 2.395 -1.444 -0.801
O 2.301 -0.524 -0.529
H 0.256 -4.266 0.103
H -0.266 -4.548 -1.244
O -0.044 -5.015 -0.432
H -0.571 -0.687 1.558
H 0.081 -1.956 2.212
O -0.664 -1.633 1.706
H 2.256 1.670 -2.805
H 2.843 2.374 -1.712
O 3.156 1.840 -2.464
H -2.274 1.019 -3.077
H -1.162 0.890 -2.082
O -1.929 0.398 -2.422
*
```

Here are the Mulliken charges for atoms 1 to 6, given in e: C -0.89; N -0.39; C 0.11; N -0.19; H 0.14; H 0.38

=====

(4)
17 unconnected molecules or ions with the total composition C2H36O16, computed with ωB97M-V/def2-TZVPD.

Output
- Gap between HOMO and LUMO: 10.1864 eV
- Energy: -35421.5053 eV

Geometry as ORCA input:
```
! wB97M-V def2-TZVPD RIJCOSX def2/J DEFGRID3
* xyz 0 1
C -0.195 0.200 -0.179
C -1.425 -0.243 -0.358
H 0.624 -0.412 0.184
H 0.079 1.218 -0.431
H -1.729 -1.268 -0.185
H -2.216 0.354 -0.791
H -1.829 -2.404 -2.261
H -0.838 -3.213 -1.352
O -0.954 -2.854 -2.254
H 1.457 -1.949 -3.795
H 0.324 -1.885 -2.748
O 1.128 -1.391 -3.081
H 1.718 1.447 -3.204
H 0.796 0.361 -3.681
O 0.965 1.316 -3.803
H -0.955 -0.974 3.025
H -1.504 0.168 2.124
O -1.126 -0.008 2.995
H -3.348 -0.617 -2.435
H -3.951 -2.018 -2.748
O -3.405 -1.549 -2.111
H 2.794 -3.135 3.631
H 2.220 -1.724 3.796
O 2.057 -2.668 4.037
H 1.374 4.108 1.688
H 0.732 2.826 2.343
O 1.052 3.224 1.482
H -1.629 3.953 -0.039
H -0.186 3.403 0.165
O -0.847 3.643 -0.510
H -1.123 3.017 -2.214
H -0.459 2.166 -3.328
O -1.297 2.637 -3.095
H 2.756 0.585 -0.938
H 2.404 -0.366 -2.160
O 2.944 0.394 -1.870
H 0.514 -2.773 3.302
H -0.989 -3.209 3.458
O -0.389 -2.699 2.900
H -0.374 1.538 3.639
H 1.083 1.718 3.992
O 0.286 2.242 3.811
H 2.177 1.916 0.960
H 3.687 1.519 0.849
O 2.793 1.155 0.851
H -4.050 1.465 -3.415
H -2.486 1.507 -3.144
O -3.297 0.924 -3.176
H 0.294 -4.389 0.260
H -0.423 -3.355 1.168
O -0.513 -3.873 0.345
H 2.355 0.276 2.300
H 0.991 -0.220 2.890
O 1.934 -0.087 3.111
*
```

Here are the Mulliken charges for atoms 1 to 6, given in e: C 0.31; C -1.12; H 0.25; H -0.06; H 0.35; H 0.25

=====

In the order shown, the computed relative energy (zero: lowest compared OMol25 entry of this formula, charge and spin) values come out to 0.0 0.0 183.8 8.8 kcal/mol.